{
  "formula": "C53H51KN6O2SSiTe",
  "method": "ωB97M-V/def2-TZVPD",
  "e_homo_ev": -1.745,
  "charge": -2,
  "homo_lumo_gap_ev": 4.8,
  "lumo_energy_ev": 3.1,
  "e_above_lowest_kj_mol": 0.0,
  "species": ["K", "N", "C", "C", "C", "C", "N", "H", "H", "H", "H", "H", "H", "H", "H", "H", "H", "H", "H", "S", "N", "C", "C", "C", "C", "C", "N", "C", "C", "N", "C", "C", "C", "C", "C", "N", "H", "H", "H", "H", "H", "H", "O", "O", "C", "C", "C", "C", "C", "C", "Si", "C", "C", "C", "C", "C", "C", "C", "C", "C", "C", "C", "C", "H", "H", "H", "H", "H", "H", "H", "H", "H", "H", "H", "H", "H", "H", "H", "C", "C", "C", "C", "C", "C", "Te", "C", "C", "C", "H", "H", "H", "H", "H", "H", "H", "H", "H", "H", "H", "C", "C", "C", "C", "C", "C", "C", "C", "C", "C", "H", "H", "H", "H", "H", "H", "H"],
  "positions_angstrom": [[-0.5837, -0.0535, -0.3144], [0.8409, -1.7799, -2.2407], [1.6878, -2.8661, -2.7052], [2.9276, -3.0149, -1.8110], [2.7728, -4.0756, -0.7208], [1.6768, -3.7778, 0.2997], [2.0625, -2.6802, 1.1851], [-0.0948, -1.7738, -2.6706], [1.2690, -0.8838, -2.4542], [2.0027, -2.7431, -3.7547], [1.1013, -3.7913, -2.6712], [3.1258, -2.0501, -1.3371], [3.8033, -3.2586, -2.4229], [3.7246, -4.1962, -0.1876], [2.5612, -5.0425, -1.1930], [1.4322, -4.6998, 0.8495], [0.7676, -3.4727, -0.2206], [2.8301, -2.9738, 1.7799], [1.2834, -2.4718, 1.8084], [-6.4726, 3.3121, 4.3669], [-4.9328, 2.9525, 4.7264], [-4.4103, 2.3929, 3.6495], [-3.0454, 1.9334, 3.5107], [-2.1078, 2.0286, 4.5389], [-0.8409, 1.5421, 4.3245], [-0.5519, 0.9597, 3.0887], [-1.4228, 0.8756, 2.1015], [-2.6545, 1.3528, 2.2930], [-3.6152, 1.2203, 1.1751], [-3.1667, 0.6690, 0.0400], [-4.0106, 0.5222, -0.9681], [-5.3524, 0.9135, -0.9065], [-5.8228, 1.4857, 0.2503], [-4.9430, 1.6495, 1.3213], [-5.3430, 2.2473, 2.5777], [-6.5506, 2.6983, 2.8675], [-2.3981, 2.4714, 5.4829], [-0.0826, 1.5797, 5.0941], [0.4247, 0.5309, 2.8991], [-3.6046, 0.0573, -1.8571], [-5.9900, 0.7592, -1.7664], [-6.8502, 1.8100, 0.3545], [1.0781, 1.2018, -1.5721], [1.2343, 1.9408, -0.2537], [6.4443, 2.3064, 0.4381], [6.2577, 3.0417, -0.7250], [5.0132, 3.0603, -1.3375], [3.9192, 2.3819, -0.7960], [4.1282, 1.6557, 0.3767], [5.3783, 1.6056, 0.9816], [2.2312, 2.4146, -1.6693], [1.5585, 4.1694, -1.8807], [0.3502, 4.3534, -2.5576], [-0.2156, 5.6111, -2.7031], [0.4235, 6.7258, -2.1760], [1.6240, 6.5666, -1.5005], [2.1788, 5.3005, -1.3544], [2.8481, 2.0004, -3.4589], [3.4052, 0.7351, -3.6800], [3.8366, 0.3286, -4.9326], [3.7317, 1.1932, -6.0150], [3.1944, 2.4558, -5.8245], [2.7591, 2.8468, -4.5623], [7.4186, 2.2737, 0.9126], [7.0868, 3.5878, -1.1614], [4.8908, 3.6054, -2.2688], [3.2942, 1.1189, 0.8104], [5.5178, 1.0167, 1.8808], [-0.1657, 3.4912, -2.9691], [-1.1593, 5.7206, -3.2252], [-0.0153, 7.7109, -2.2871], [2.1282, 7.4296, -1.0799], [3.1131, 5.1930, -0.8130], [3.5054, 0.0454, -2.8464], [4.2496, -0.6649, -5.0666], [4.0606, 0.8800, -6.9994], [3.1022, 3.1376, -6.6629], [2.3316, 3.8372, -4.4417], [0.2233, -5.5276, 8.8171], [-0.1139, -4.8609, 7.5099], [0.3661, -5.3475, 6.3039], [0.0495, -4.7489, 5.0865], [0.6217, -5.3319, 3.8260], [-0.7800, -3.6163, 5.0487], [-1.2681, -2.6760, 3.2072], [-1.2681, -3.1153, 6.2712], [-2.1501, -1.8999, 6.3161], [-0.9308, -3.7374, 7.4676], [0.9766, -6.3045, 8.6756], [-0.6559, -5.9972, 9.2676], [0.6145, -4.8107, 9.5433], [1.0106, -6.2230, 6.3038], [1.1896, -6.2402, 4.0399], [1.2750, -4.6108, 3.3276], [-0.1689, -5.5551, 3.1071], [-1.6293, -1.0305, 5.9097], [-2.4651, -1.6865, 7.3405], [-3.0289, -2.0339, 5.6833], [-1.3201, -3.3285, 8.3969], [-2.9268, 1.9547, -5.9672], [-1.8425, 2.0123, -5.0635], [-1.6341, 0.9839, -4.1864], [-2.4737, -0.1648, -4.1460], [-2.2050, -1.1965, -3.1758], [-3.0826, -2.2670, -3.2534], [-4.1613, -2.3498, -4.1665], [-4.4085, -1.3396, -5.0561], [-3.5564, -0.2078, -5.0691], [-3.7587, 0.8712, -5.9671], [-3.0944, 2.7705, -6.6621], [-1.1747, 2.8666, -5.0745], [-0.8016, 1.0093, -3.4890], [-2.9714, -3.1030, -2.5614], [-4.8084, -3.2244, -4.1578], [-5.2387, -1.3915, -5.7548], [-4.5934, 0.8212, -6.6616]],
  "forces_ev_per_angstrom": [[0.0, -0.7, -0.1], [-0.2, 0.0, 0.0], [0.0, 0.0, 0.0], [0.0, 0.0, 0.0], [0.0, 0.0, 0.0], [0.0, 0.0, 0.0], [0.0, 0.0, 0.0], [0.1, 0.1, 0.0], [0.0, 0.0, 0.1], [0.0, 0.0, 0.0], [0.0, 0.0, 0.0], [0.0, 0.0, 0.0], [0.0, 0.0, 0.0], [0.0, 0.0, 0.0], [0.0, 0.0, 0.0], [0.0, 0.0, 0.0], [0.0, 0.0, 0.0], [0.0, 0.0, 0.0], [0.0, 0.0, 0.0], [-0.1, -0.3, 0.1], [0.0, 0.3, -0.1], [-0.1, -0.1, 0.1], [0.1, -0.1, -0.1], [0.1, 0.0, 0.0], [0.0, 0.0, 0.0], [0.0, 0.0, 0.0], [-0.1, 0.2, 0.1], [0.0, 0.0, 0.2], [-0.1, 0.0, 0.0], [-0.3, 0.2, 0.1], [-0.1, 0.0, 0.1], [0.0, 0.0, 0.0], [0.0, 0.0, 0.0], [0.1, -0.1, -0.1], [-0.1, -0.1, 0.1], [0.1, 0.3, -0.1], [0.0, 0.0, 0.0], [0.0, 0.0, 0.0], [0.0, 0.0, 0.0], [0.0, 0.0, -0.1], [0.0, 0.0, 0.0], [0.0, 0.0, 0.0], [0.4, 0.3, -0.4], [0.0, 0.0, 0.0], [0.0, 0.0, 0.0], [0.0, 0.0, 0.0], [0.0, 0.0, -0.1], [-0.1, 0.0, 0.0], [0.0, 0.0, 0.0], [0.0, 0.0, 0.0], [0.0, 0.0, 0.1], [0.0, -0.1, 0.0], [0.0, 0.0, 0.0], [0.0, 0.0, 0.0], [0.0, 0.0, 0.0], [0.0, 0.0, 0.0], [0.1, 0.0, 0.0], [0.0, 0.0, 0.1], [0.0, 0.0, 0.0], [0.0, 0.0, 0.0], [0.0, 0.0, 0.0], [0.0, 0.0, 0.0], [0.0, 0.1, 0.0], [0.0, 0.0, 0.0], [0.0, 0.0, 0.0], [0.0, 0.0, 0.0], [0.0, 0.0, 0.0], [0.0, 0.0, 0.0], [0.0, 0.0, 0.0], [0.0, 0.0, 0.0], [0.0, 0.0, 0.0], [0.0, 0.0, 0.0], [0.0, 0.0, 0.0], [0.0, 0.0, 0.0], [0.0, 0.0, 0.0], [0.0, 0.0, 0.0], [0.0, 0.0, 0.0], [0.0, 0.0, 0.0], [0.0, 0.0, 0.0], [0.0, 0.0, 0.0], [0.0, 0.0, 0.0], [0.0, 0.0, 0.0], [0.0, 0.0, 0.0], [0.0, 0.0, -0.1], [-0.1, 0.0, 0.1], [0.0, 0.0, 0.0], [0.0, 0.0, 0.0], [0.0, 0.0, 0.0], [0.0, 0.0, 0.0], [0.0, 0.0, 0.0], [0.0, 0.0, 0.0], [0.0, 0.0, 0.0], [0.0, 0.0, 0.0], [0.0, 0.0, 0.0], [0.0, 0.0, 0.0], [0.0, 0.0, 0.0], [0.0, 0.0, 0.0], [0.0, 0.0, 0.0], [0.0, 0.0, 0.0], [0.0, 0.0, 0.0], [0.0, 0.0, 0.0], [0.0, 0.0, 0.0], [0.1, 0.0, 0.1], [0.1, -0.1, 0.0], [0.0, 0.0, 0.1], [-0.1, 0.0, 0.0], [0.0, 0.0, 0.0], [0.0, 0.0, 0.0], [0.0, 0.0, 0.0], [0.0, 0.0, 0.0], [0.0, 0.0, 0.0], [0.0, 0.0, 0.0], [0.0, 0.0, 0.0], [0.0, 0.0, 0.0], [0.0, 0.0, 0.0], [0.0, 0.0, 0.0]],
  "mulliken_charge": [0.68, 0.72, -0.91, -0.17, -1.20, 0.12, -0.34, -0.39, -0.36, 0.45, 0.47, 0.00, 0.33, 0.42, 0.39, 0.16, 0.06, 0.23, -0.09, 0.05, -0.71, 0.98, 0.58, -0.59, -0.90, -0.48, 0.48, -0.69, -0.90, 0.22, -0.16, -0.88, -0.74, 0.61, 0.99, -0.72, 0.49, 0.41, 0.57, 0.21, 0.51, 0.50, -0.22, -0.26, -0.44, -0.73, -0.15, 0.14, -0.55, -0.54, 0.65, -0.28, -0.14, -0.62, -0.42, -0.63, -0.27, 0.67, -0.48, -0.69, -0.47, -0.66, -0.34, 0.34, 0.38, 0.40, 0.37, 0.40, 0.31, 0.43, 0.35, 0.37, 0.36, 0.30, 0.42, 0.35, 0.37, 0.33, -1.43, 0.69, -1.24, 1.29, -1.38, -0.56, -0.13, 1.46, -1.50, -1.08, 0.34, 0.29, 0.32, 0.19, 0.31, 0.13, 0.36, 0.15, 0.34, 0.36, 0.25, -0.50, -0.70, -0.16, 0.76, -0.99, -0.22, -0.73, -0.88, 1.11, -0.92, 0.36, 0.47, 0.42, 0.40, 0.32, 0.32, 0.31]
}